[1]
Molecular formula: C4H6N2O
Method: DFT, ωB97M-V with the def2-TZVPD basis set

Last column: Löwdin charge in e.
Cartesian coordinates (Å):
C1 2.124757 -1.693379 0.333667  -0.162
C2 0.097871 -0.206372 -0.078782  -0.323
C3 -1.176742 -0.503059 0.229527  -0.142
C4 -1.188125 1.656092 -0.135305  -0.133
H1 2.018615 -1.501338 1.522272  0.119
H2 1.498033 -2.518640 -0.049893  0.073
H3 3.164778 -1.654277 -0.214209  0.113
H4 1.963948 0.406341 -0.039805  0.192
H5 -1.548637 -1.427299 0.854830  0.164
H6 -1.800440 2.612981 -0.347922  0.164
N1 1.444175 -0.612940 -0.314401  -0.128
N2 0.065057 1.176333 -0.419582  0.088
O1 -1.875935 0.577349 0.164745  -0.024

Atoms 1-6, force components in eV/Å:
-0.38 0.56 0.43
1.87 3.29 -1.53
1.48 -5.19 2.34
3.14 -2.10 -2.19
0.99 -1.19 -2.49
0.98 -0.62 0.90

**Charge**: 0
**HOMO energy**: -8.29 eV
**Structure (SMILES)**: CNc1cocn1
**ΔE to the lowest compared entry with this formula, charge and spin**: 4.038 eV
**Spin multiplicity**: 1


[2]
Molecular formula: C3H7N3O2
Method: DFT, ωB97M-V with the def2-TZVPD basis set

Last column: Löwdin charge in e.
Cartesian coordinates (Å):
C1 -0.491961 -1.231117 -1.015794  -0.259
C2 -0.516877 1.155093 -0.838395  -0.176
C3 1.833284 1.681171 1.656408  0.002
H1 -0.487519 -2.812623 1.409375  0.043
H2 -1.917753 -2.749654 1.185967  0.083
H3 -0.300827 -2.014370 -1.729175  0.134
H4 -1.366759 1.107480 -0.159264  0.126
H5 -0.844278 1.777416 -1.654708  0.130
H6 2.231148 2.657856 1.349944  0.083
H7 2.027616 1.310525 2.638520  0.055
N1 -1.052795 -2.749833 0.591359  -0.029
N2 -0.896971 -1.378805 0.182928  -0.025
N3 0.937194 1.028154 0.978195  -0.025
O1 -0.346573 -0.049378 -1.548929  -0.024
O2 0.696534 1.648862 -0.216238  -0.118

Atoms 1-6, force components in eV/Å:
-1.02 -1.35 2.27
0.08 -0.09 0.34
-1.88 -0.34 -1.26
1.62 -0.19 0.45
0.14 0.13 -1.39
0.12 -0.46 -0.08

**Charge**: 0
**HOMO energy**: -8.94 eV
**Structure (SMILES)**: C=NOCO/C=N/N
**ΔE to the lowest compared entry with this formula, charge and spin**: 5.659 eV
**Spin multiplicity**: 1


[3]
Molecular formula: H31MnO17P
Method: DFT, ωB97M-V with the def2-TZVPD basis set

Last column: Löwdin charge in e.
Cartesian coordinates (Å):
O1 -5.954832 -4.076764 0.936912  0.336
H1 -6.314652 -3.248100 1.265944  0.158
H2 -5.225763 -4.307738 1.549792  0.071
H3 -6.619180 -4.764867 0.812193  0.192
O2 -7.312160 -1.674863 5.455185  0.339
H4 -7.478121 -2.225539 6.231019  0.185
H5 -7.988627 -1.847215 4.792746  0.170
H6 -6.409046 -1.887434 5.130388  0.039
O3 -5.110463 -0.590601 2.819370  0.344
H7 -4.292828 -0.623879 2.307822  0.191
H8 -4.884444 -0.989958 3.685270  0.095
H9 -5.838547 -1.033263 2.375540  0.162
O4 -8.305243 -4.990824 3.886614  0.323
H10 -8.578763 -4.092695 3.675766  0.163
H11 -8.337938 -5.586249 3.128166  0.187
H12 -7.380280 -4.934732 4.223924  0.027
O5 -2.101102 -3.640764 2.499056  0.319
H13 -2.053845 -2.758170 2.116224  0.181
H14 -2.989655 -3.994184 2.718873  0.039
H15 -1.619490 -4.251095 1.925221  0.197
Mn1 -5.169227 -5.441343 6.331045  0.804
P1 -4.825500 -3.808201 4.384654  0.214
O6 -5.086486 -2.299975 4.560954  -0.335
O7 -4.477544 -4.247464 2.933656  -0.330
O8 -6.096852 -4.566066 4.818695  -0.346
O9 -3.794685 -4.395088 5.359496  -0.344
O10 -7.031039 -6.333225 6.917791  -0.019
H16 -7.385595 -5.833858 7.657465  0.090
H17 -7.691228 -7.008566 6.744794  0.110
O11 -1.887074 -6.000138 4.544450  -0.026
H18 -2.653614 -5.457874 4.753006  -0.053
H19 -1.135183 -5.417204 4.664941  0.043
O12 -3.533421 -1.171116 6.354485  -0.032
H20 -3.022643 -1.959206 6.556896  -0.020
H21 -4.129923 -1.436370 5.651256  -0.054
O13 -4.314526 -6.980565 2.404162  -0.010
H22 -4.450767 -6.041309 2.555501  -0.025
H23 -4.411287 -7.090372 1.455669  0.079
O14 -3.810958 -6.201248 7.702660  -0.011
H24 -3.694567 -5.853295 8.589484  0.104
H25 -3.200541 -6.941247 7.652131  0.119
O15 -5.331299 -3.976582 7.828402  -0.015
H26 -5.290261 -4.040333 8.786208  0.121
H27 -5.063465 -3.073366 7.635536  0.083
O16 -4.905179 -7.168554 5.029076  -0.027
H28 -4.811461 -8.045605 5.408595  0.112
H29 -4.945012 -7.320196 4.079739  0.036
O17 -1.771747 -3.176921 6.459020  -0.023
H30 -2.481238 -3.698900 6.072036  -0.034
H31 -1.031174 -3.285055 5.859914  0.068

Atoms 1-6, force components in eV/Å:
-0.67 0.55 -1.50
-0.55 0.19 -0.37
1.43 -0.55 1.95
-0.37 -0.43 -0.48
-1.73 0.61 0.87
-0.35 -0.04 0.83

**Charge**: +4
**HOMO energy (alpha / beta)**: -20.51 / -20.99 eV
**ΔE to the lowest compared entry with this formula, charge and spin**: 1.456 eV
**Spin multiplicity**: 6
**⟨S²⟩**: 8.75


[4]
Molecular formula: C3H5N4
Method: DFT, ωB97M-V with the def2-TZVPD basis set

Last column: Löwdin charge in e.
Cartesian coordinates (Å):
C1 -2.549802 0.645175 0.019289  -0.132
C2 -3.612999 -0.116432 -0.450151  0.068
C3 1.240355 0.089015 -0.373460  -0.045
N1 -2.799916 -0.785400 0.233413  0.258
N2 -1.332401 0.908065 0.209506  0.073
N3 -0.740546 -0.028600 0.891206  0.055
N4 0.506509 -0.250726 0.732732  -0.001
H1 -4.567714 0.029909 -0.925813  0.140
H2 2.322625 0.137013 -0.087067  0.126
H3 1.185638 -0.832657 -1.045831  0.137
H4 0.759144 0.921266 -0.979149  0.125
H5 0.823623 -0.912748 1.449025  0.196

Atoms 1-6, force components in eV/Å:
0.25 -3.20 0.04
-1.40 1.08 0.34
2.08 -0.43 -3.60
-2.29 -0.34 -0.93
2.78 2.66 -0.71
2.38 -0.21 2.34

**Charge**: +1
**HOMO energy**: -15.03 eV
**Structure (SMILES)**: C/[NH+]=N\N=c1\cn1
**ΔE to the lowest compared entry with this formula, charge and spin**: 5.943 eV
**Spin multiplicity**: 1


[5]
Molecular formula: C20H19MnN3O8
Method: DFT, ωB97M-V with the def2-TZVPD basis set

Last column: Löwdin charge in e.
Cartesian coordinates (Å):
Mn1 0.217846 -0.636157 1.026230  0.975
O1 -0.850491 0.920456 2.580070  -0.099
C1 -2.125889 1.357509 2.145349  -0.230
C2 -3.109380 0.206395 1.982289  -0.170
N1 -2.570041 -0.868431 1.180323  -0.190
C3 -2.719758 -2.170727 1.792324  -0.112
C4 -1.736919 -2.371126 2.963942  -0.655
O2 -2.101781 -3.070062 3.914337  -0.028
O3 -0.623882 -1.760898 2.842321  -0.106
C5 -2.863658 -0.848404 -0.234663  -0.112
C6 -1.859329 -1.737363 -1.013330  -0.669
O4 -2.269143 -2.308491 -2.027298  -0.024
O5 -0.696669 -1.813325 -0.507746  -0.105
H1 -0.917301 0.053779 3.032860  0.057
H2 -1.975262 1.873201 1.198376  0.091
H3 -2.540170 2.083622 2.860549  0.110
H4 -4.057722 0.600883 1.579436  0.121
H5 -3.340221 -0.192407 2.976932  0.126
H6 -2.486042 -2.938006 1.052153  0.128
H7 -3.743464 -2.357337 2.152899  0.118
H8 -2.756267 0.171035 -0.607288  0.110
H9 -3.884950 -1.190514 -0.468999  0.117
O6 -2.004454 2.901600 -1.619787  0.023
C7 -1.434670 2.513363 -2.778694  -0.277
C8 -1.944880 3.044416 -3.966052  -0.042
C9 -1.395143 2.694686 -5.185049  -0.125
C10 -0.323710 1.810112 -5.247732  -0.120
C11 0.184982 1.286221 -4.071348  -0.040
C12 -0.346789 1.617526 -2.827483  -0.062
C13 0.243120 1.028492 -1.568988  -0.446
O7 -0.403437 1.177844 -0.461300  -0.117
N2 1.377432 0.403754 -1.725855  0.056
N3 1.810215 -0.116819 -0.507359  -0.037
C14 3.075280 -0.311555 -0.442407  -0.094
C15 3.789223 -0.739702 0.748057  -0.154
C16 5.155603 -1.014915 0.613229  -0.093
C17 5.955043 -1.352257 1.688382  -0.154
C18 5.354324 -1.395278 2.952797  -0.140
C19 4.017772 -1.120135 3.122430  -0.033
C20 3.160359 -0.787382 2.030278  -0.377
O8 1.923777 -0.542978 2.243031  -0.126
H10 -1.494509 2.379914 -0.913506  0.073
H11 -2.783347 3.726588 -3.896501  0.102
H12 -1.808144 3.112913 -6.096948  0.085
H13 0.102328 1.526344 -6.201948  0.083
H14 1.012577 0.589472 -4.082687  0.101
H15 3.683299 -0.103368 -1.325881  0.109
H16 5.588431 -0.952986 -0.381298  0.093
H17 7.007930 -1.568582 1.559724  0.071
H18 5.955038 -1.650403 3.821505  0.082
H19 3.552824 -1.160538 4.100310  0.102

Atoms 1-6, force components in eV/Å:
-0.56 0.11 -0.21
0.11 0.07 -0.01
-0.04 0.01 0.02
-0.06 0.04 0.05
0.17 0.03 -0.06
0.00 -0.13 0.09

**Charge**: -2
**HOMO energy (alpha / beta)**: -1.85 / -1.99 eV
**ΔE to the lowest compared entry with this formula, charge and spin**: 0.000 eV
**Spin multiplicity**: 6
**⟨S²⟩**: 8.75


[6]
Molecular formula: C11H19N3
Method: DFT, ωB97M-V with the def2-TZVPD basis set

Last column: Löwdin charge in e.
Cartesian coordinates (Å):
C1 -2.374198 -1.102270 -2.485659  -0.217
C2 -2.217701 0.083267 -1.550382  -0.195
C3 -1.496642 -2.263781 -2.159796  -0.238
C4 -0.741556 0.531723 -1.573653  -0.137
C5 -0.087871 -1.832915 -1.945068  -0.160
C6 -0.449797 1.330933 3.037378  -0.149
C7 0.219460 -0.561534 -1.166272  -0.234
C8 -0.254970 1.419387 1.585956  -0.315
C9 1.140908 1.400825 1.082274  -0.154
C10 2.149054 0.388604 1.619676  -0.263
C11 3.586691 0.744656 2.016741  -0.057
N1 -0.912783 0.262770 2.150278  0.024
N2 1.829763 0.409779 0.172317  -0.026
N3 1.260448 -0.629932 -0.428983  0.075
H1 -3.460529 -1.297783 -2.564471  0.118
H2 -1.987679 -0.700580 -3.453210  0.129
H3 -2.721169 0.887670 -1.932417  0.075
H4 -2.391039 0.082684 -0.473385  0.113
H5 -1.867278 -2.933720 -1.287825  0.142
H6 -1.641295 -2.936506 -3.012058  0.109
H7 -0.560438 0.932364 -2.546702  0.107
H8 -0.796450 1.496653 -0.996408  0.108
H9 0.380713 -2.691547 -1.473609  0.110
H10 0.363679 -1.871233 -2.906197  0.108
H11 0.448683 1.169194 3.639800  0.109
H12 -1.293377 1.671493 3.589414  0.091
H13 -0.477039 -0.648724 2.348047  0.107
H14 -0.970566 2.188513 1.183534  0.147
H15 1.559580 2.393608 1.022977  0.136
H16 1.831156 -0.357058 2.275591  0.107
H17 4.009774 -0.174966 2.293914  0.039
H18 3.688568 1.663504 2.779218  0.125
H19 4.233900 0.944923 1.158983  0.068

Atoms 1-6, force components in eV/Å:
-1.14 1.19 0.27
2.74 -1.14 0.90
-2.27 -1.71 1.18
-0.45 2.01 1.48
0.82 -1.42 0.85
0.42 -1.28 1.20

**Charge**: 0
**HOMO energy**: -8.36 eV
**Structure (SMILES)**: C[C@H]1[C@H]([C@@H]2CN2)N1N=C1CCCCC1
**ΔE to the lowest compared entry with this formula, charge and spin**: 4.165 eV
**Spin multiplicity**: 1


Number 1: strongest force on any atom 5.882 eV/Å. Number 2: strongest force on any atom 2.830 eV/Å. Number 3: strongest force on any atom 3.810 eV/Å. Number 4: strongest force on any atom 4.487 eV/Å. Number 5: strongest force on any atom 0.919 eV/Å. Number 6: strongest force on any atom 3.101 eV/Å.